[1]
This record from OMol25 describes C29H39BN6O6PS2Ti as an isolated structure. The level of theory is the ωB97M-V functional and the def2-TZVPD basis.

Output
- Net charge: +1
- Frontier orbital gap: 7.6 eV
- Calculated total energy: -3920.581080 Eh
- Highest occupied orbital energy: -10.6 eV

XYZ file:
```
85
Properties=species:S:1:pos:R:3:forces:R:3
Ti 0.277382 0.529869 -0.030589 0.123 0.550 -0.175
C 3.963336 0.854961 -4.505659 0.004 -0.010 -0.045
O 3.022293 0.949225 -3.448215 -0.026 0.045 0.015
C 2.900903 2.152470 -2.837459 0.094 -0.215 0.115
C 3.655623 3.269729 -3.113641 -0.007 0.151 0.077
C 3.434985 4.471191 -2.416735 0.023 -0.105 -0.062
C 2.448271 4.554376 -1.473655 -0.022 0.028 0.053
C 1.671715 3.420036 -1.166124 -0.059 -0.094 -0.062
C 0.456916 3.556690 -0.415731 0.032 0.125 -0.085
N -0.293679 2.554227 -0.110454 -0.014 -0.323 -0.089
N -1.592785 2.827200 0.253119 -0.127 0.015 0.107
C -2.253152 1.712981 0.306007 0.296 0.229 -0.237
O -1.655310 0.563987 0.065855 0.010 -0.332 -0.049
C -3.691493 1.713984 0.616082 -0.015 -0.115 0.195
C -4.361870 2.909324 0.875669 0.042 -0.014 -0.025
C -5.700535 2.886420 1.224242 -0.021 -0.042 0.001
C -6.377188 1.673894 1.318880 0.024 0.060 -0.002
C -5.711794 0.485380 1.058374 0.006 -0.037 0.001
C -4.369615 0.502887 0.707986 -0.013 -0.014 0.011
C 1.923448 2.203258 -1.814926 -0.061 0.122 -0.208
O 1.218297 1.111351 -1.557430 -0.176 -0.150 0.405
H 3.877245 -0.154802 -4.896916 0.007 -0.002 0.018
H 4.981519 1.020852 -4.145853 -0.003 0.001 0.003
H 3.734865 1.568120 -5.301185 0.004 0.002 0.009
H 4.423280 3.236680 -3.872728 0.002 -0.007 -0.001
H 4.039224 5.335145 -2.654235 0.002 0.010 0.001
H 2.238464 5.488691 -0.969395 -0.002 0.008 -0.005
H 0.078329 4.553734 -0.203828 -0.050 -0.015 -0.045
H -3.820311 3.842052 0.802892 -0.008 0.015 0.001
H -6.219420 3.814543 1.422366 -0.013 0.000 0.002
H -7.424132 1.657991 1.591211 -0.006 0.010 0.001
H -6.239640 -0.456854 1.124926 -0.002 -0.003 -0.001
H -3.838278 -0.417544 0.504997 -0.001 -0.005 0.000
C -2.778184 1.510722 4.041514 -0.019 0.011 0.030
N -2.137434 0.243141 3.721136 -0.011 0.018 -0.041
C -2.655983 -1.007354 4.007377 -0.006 0.041 0.007
C -1.802511 -1.916205 3.488565 0.049 0.000 -0.018
N -0.764723 -1.226390 2.895750 0.004 -0.008 -0.042
B 0.416581 -1.765601 2.064190 -0.059 0.004 0.058
N 1.775632 -1.351392 2.676002 -0.084 -0.041 0.013
C 2.239235 -1.775254 3.904902 -0.012 -0.001 -0.051
C 3.410559 -1.150575 4.147611 0.003 0.014 0.010
N 3.659209 -0.337752 3.060622 0.011 0.001 -0.041
C 4.821871 0.517592 2.878038 0.013 0.020 -0.005
C 2.655188 -0.475721 2.176171 0.010 -0.045 0.101
S 2.612018 0.311337 0.645623 0.116 -0.069 -0.091
C -0.989767 0.087985 3.037513 -0.040 -0.097 0.066
S 0.059518 1.303312 2.437366 0.014 0.042 0.031
H -3.677712 1.635287 3.439420 0.000 -0.024 -0.006
H -2.083023 2.314922 3.817616 -0.002 -0.005 -0.017
H -3.034994 1.532024 5.098469 0.022 -0.007 0.005
H -3.574158 -1.128636 4.553093 -0.009 0.007 0.003
H -1.838346 -2.990774 3.495090 0.002 -0.011 -0.010
H 0.338127 -1.241124 0.948092 0.020 -0.082 -0.125
H 0.332477 -2.956388 1.947947 -0.023 0.031 0.013
H 1.692570 -2.482973 4.501711 -0.004 -0.004 0.005
H 4.082673 -1.207210 4.984376 0.016 0.011 -0.003
H 5.304769 0.655793 3.841186 -0.007 -0.012 0.005
H 4.504131 1.482182 2.489589 -0.010 -0.003 0.012
H 5.523896 0.066480 2.178674 -0.008 -0.015 0.003
C -1.244088 -4.429047 -0.015675 0.010 0.064 -0.072
C -1.770937 -3.067762 -0.409088 -0.130 0.013 0.118
O -1.150264 -2.638945 -1.629505 0.184 -0.128 0.000
P -0.220896 -1.368711 -1.856775 -0.080 0.269 -0.021
O 1.008789 -1.973660 -2.670277 -0.078 0.052 0.084
C 2.342962 -2.102674 -2.128413 0.037 -0.078 0.029
C 2.406722 -3.125941 -1.016130 -0.047 0.030 -0.078
O -0.996244 -0.551119 -2.967358 0.078 0.032 0.018
C -0.858856 -0.731023 -4.399635 -0.029 0.030 -0.022
C -1.473859 -2.027605 -4.874779 0.001 0.035 0.079
H -1.764852 -4.786297 0.873667 0.005 0.005 0.021
H -0.176688 -4.384765 0.199028 -0.021 -0.027 0.001
H -1.413521 -5.142543 -0.821480 0.009 -0.008 0.004
H -1.607662 -2.324549 0.375370 0.008 0.001 -0.035
H -2.840801 -3.114609 -0.614454 -0.007 0.041 0.018
H 2.686749 -1.123735 -1.800111 -0.010 0.024 -0.016
H 2.947999 -2.414894 -2.977632 0.001 0.020 -0.006
H 1.809987 -2.810296 -0.157348 0.011 -0.017 0.012
H 3.439111 -3.238941 -0.683155 0.007 0.006 0.009
H 2.044321 -4.094058 -1.363170 -0.002 -0.002 0.027
H 0.199351 -0.670057 -4.651944 0.005 0.007 0.013
H -1.371868 0.129960 -4.823539 0.017 -0.005 0.001
H -0.941679 -2.885765 -4.466838 0.002 -0.024 -0.004
H -1.423083 -2.074920 -5.963028 0.004 0.004 -0.006
H -2.519241 -2.087547 -4.573259 -0.004 -0.011 -0.014
```
Positions in Å, forces in eV/Å.

=====

[2]
This record from OMol25 describes a 10-piece molecular cluster, C29H39Cl29O3 overall in a non-equilibrium geometry. The level of theory is the ωB97M-V functional and the def2-TZVPD basis.

Output
- Net charge: 0
- Frontier orbital gap: 8.0 eV
- Calculated total energy: -14699.586312 Eh
- Highest occupied orbital energy: -9.6 eV

XYZ file:
```
100
Properties=species:S:1:pos:R:3:forces:R:3
C 1.516662 3.868632 4.562897 -0.216 0.631 -0.252
C 0.835379 5.195408 4.132739 -0.117 -0.723 0.448
C 0.229509 5.029531 2.738930 0.682 0.061 0.161
Cl -0.076608 6.674120 2.038773 -0.098 -0.327 -0.109
C -1.024114 4.193136 2.747289 0.362 0.118 -0.300
C -1.983634 4.488427 3.585494 -0.880 -0.104 0.544
C -3.238924 3.693027 3.636578 1.267 0.126 -1.112
O -4.045150 3.911270 4.475019 -1.506 0.235 1.437
C -3.438495 2.661149 2.570268 -1.598 0.256 1.200
Cl -5.035646 1.960477 2.572041 0.346 0.164 0.123
C -2.520257 2.331339 1.696387 0.225 -0.333 -0.242
C -2.757047 1.334274 0.615398 1.301 -0.021 -0.846
C -1.858387 0.065647 0.644867 -0.920 -0.677 -0.715
C -2.649253 -1.198983 1.113936 0.646 1.082 0.853
C -2.098662 -1.780733 2.458624 -1.290 -0.936 -1.142
C -1.846395 -3.322781 2.314376 0.886 0.790 1.366
C -0.325735 -3.622702 2.250466 -1.338 0.264 -0.982
C 0.253670 -2.930176 0.983385 0.597 -1.381 0.840
C 1.453841 -3.757759 0.418783 -0.106 1.650 0.456
C 2.749672 -2.919563 0.519575 0.067 -1.029 -0.403
C 3.766293 -3.528759 -0.444372 0.049 0.942 0.085
O 5.007739 -2.820990 -0.444727 0.213 -0.782 -0.066
C 5.940183 -3.462783 0.416644 -0.446 0.459 0.048
C -1.217223 3.052092 1.807315 -0.455 0.378 0.222
O -0.310221 2.743770 1.095083 1.465 -0.562 -1.310
H 1.297617 3.625343 5.600573 0.211 0.074 0.054
H 1.133803 3.043686 3.964513 0.148 -0.140 -0.078
H 2.587071 3.986802 4.405983 0.049 -0.432 0.086
H 0.076149 5.421882 4.880985 -0.112 0.303 -0.221
H 1.550185 6.013525 4.135700 0.012 0.028 -0.102
H 1.001494 4.570098 2.122072 -0.196 0.072 -0.247
H -1.888821 5.329348 4.258275 -0.298 -0.041 0.162
H -3.789106 1.008745 0.547000 -0.074 0.272 0.256
H -2.539982 1.853175 -0.326482 -0.016 0.067 0.076
H -0.918299 0.190038 1.178727 -0.116 0.148 0.146
H -1.586366 -0.137350 -0.395228 0.199 0.207 0.072
H -2.635840 -1.948027 0.325743 0.152 -0.089 0.027
H -3.713308 -0.941048 1.254955 0.974 -0.021 -0.347
H -1.225456 -1.228839 2.803965 0.146 -0.174 -0.054
H -2.887300 -1.650598 3.205050 0.204 0.135 0.116
H -2.292318 -3.795219 3.198900 0.116 -0.251 -0.153
H -2.335889 -3.727784 1.429450 -0.069 0.063 -0.014
H 0.157362 -3.252953 3.155050 -0.019 -0.328 -0.456
H -0.208333 -4.707380 2.176391 0.192 0.055 0.062
H 0.589530 -1.937470 1.283877 -0.031 0.130 -0.263
H -0.513911 -2.830359 0.218071 -0.073 0.058 0.019
H 1.224623 -4.015554 -0.617454 0.263 -0.116 -0.015
H 1.606189 -4.666093 1.000852 -0.180 -0.139 -0.158
H 2.568503 -1.863548 0.324937 0.061 -0.035 -0.304
H 3.143807 -2.981322 1.537320 -0.063 0.026 0.032
H 3.385432 -3.471487 -1.467835 -0.092 -0.102 0.058
H 3.913987 -4.582440 -0.182029 0.068 -0.008 -0.134
H 5.559630 -3.372576 1.441722 0.350 -0.166 0.105
H 6.899094 -2.958591 0.321069 -0.037 0.060 0.050
H 6.062109 -4.521595 0.164964 0.000 0.034 -0.031
C 3.206108 -1.370638 -3.796263 0.017 0.146 -0.022
Cl 3.908935 0.102448 -4.465103 0.007 -0.051 0.242
Cl 2.142003 -0.991221 -2.440724 -0.032 0.010 -0.007
Cl 2.327487 -2.266293 -5.041729 0.024 -0.037 0.020
H 4.011948 -1.996589 -3.431615 -0.023 0.018 0.020
C -3.365581 6.715697 -0.597428 -0.082 0.058 -0.021
Cl -3.657439 8.439410 -0.358800 0.047 -0.063 -0.005
Cl -3.422987 5.855030 0.944061 -0.062 0.006 -0.109
Cl -4.529180 6.035083 -1.736656 0.057 -0.006 0.016
H -2.372936 6.593300 -1.013219 0.003 0.001 0.032
C 4.650684 0.896094 -8.587297 0.017 -0.081 0.079
Cl 3.631732 -0.284728 -7.765620 -0.005 0.017 -0.251
Cl 5.170751 2.157299 -7.464625 -0.027 0.010 -0.025
Cl 6.046262 0.110246 -9.330897 -0.032 0.030 -0.019
H 4.067438 1.361372 -9.371341 0.027 0.005 0.016
C 1.605019 4.507140 -1.115769 -0.009 0.018 -0.191
Cl 3.085874 4.911555 -0.233834 -0.148 -0.103 0.247
Cl 1.004781 5.909944 -2.013567 -0.430 -0.153 0.211
Cl 1.884542 3.148876 -2.201533 -0.011 -0.012 0.041
H 0.852640 4.217751 -0.395605 -0.014 -0.046 0.071
C -5.816209 -3.213477 1.961796 -0.049 0.089 -0.030
Cl -5.192971 -3.580446 0.350787 -0.060 -0.035 0.049
Cl -5.539708 -1.517181 2.368298 -0.785 -0.236 0.399
Cl -7.533121 -3.608931 2.066845 0.041 -0.022 0.024
H -5.282279 -3.824133 2.679455 0.002 0.018 -0.024
C -5.638919 -5.105103 -3.557987 0.087 0.127 -0.048
Cl -4.184494 -4.633220 -2.678109 0.025 -0.054 -0.039
Cl -6.232494 -3.767656 -4.541025 -0.019 -0.045 0.041
Cl -5.324755 -6.524535 -4.563738 -0.082 -0.030 0.029
H -6.404177 -5.363277 -2.836869 0.024 -0.021 -0.017
C -1.905882 -8.111755 -5.167274 0.110 -0.026 -0.006
Cl -0.959017 -7.192861 -6.339112 -0.054 0.007 0.017
Cl -1.844549 -9.837963 -5.533262 -0.042 0.026 0.006
Cl -1.335995 -7.802287 -3.525387 -0.075 0.019 -0.031
H -2.936706 -7.787278 -5.236962 0.070 0.005 0.032
C 4.561844 7.435004 -4.085868 -0.046 -0.118 0.036
Cl 5.677619 6.415181 -4.999600 0.007 0.044 0.009
Cl 3.203300 7.934378 -5.099771 0.022 0.027 0.014
Cl 3.986988 6.598517 -2.643472 0.543 0.275 -0.319
H 5.095100 8.323873 -3.774159 -0.010 -0.013 -0.031
C 1.994042 -1.409377 5.131989 -0.020 -0.032 -0.098
Cl 0.511394 -2.357421 5.242085 0.077 0.209 0.571
Cl 3.294131 -2.365152 4.418551 0.008 0.005 0.056
Cl 1.716927 0.059878 4.194539 0.007 0.029 -0.003
H 2.292997 -1.126031 6.132924 -0.010 0.012 -0.026
```
Positions in Å, forces in eV/Å.